Density functional theory data (ωB97M-V/def2-TZVPD) for a molecular structure, F4H3NP2Si at a distorted geometry.

```
! wB97M-V def2-TZVPD RIJCOSX def2/J DEFGRID3
* xyz 0 1
H 2.0811 1.3706 0.0051
F -2.2567 -1.0834 -1.4808
P 0.5080 -1.8273 -0.0644
F -0.2553 -1.4990 1.2357
P -1.7023 0.0650 -0.5600
H -0.1220 2.1732 0.6316
N 0.0214 -0.2820 -0.7846
Si 0.7021 0.9573 0.3803
H 0.7614 0.2813 1.6596
F -1.6488 1.3106 -1.4895
F 1.9111 -1.4665 0.4669
*
```

Calculated values
DFT total energy, Ha: -1428.35059

=====

Density functional theory data (ωB97M-V/def2-TZVPD) for 2 unconnected molecules or ions with the total composition C5H14N2O at a distorted geometry.

```
! wB97M-V def2-TZVPD RIJCOSX def2/J DEFGRID3
* xyz 0 1
H 0.0101 -0.2192 -0.5041
C 2.3807 -0.7123 -0.0455
H 0.9070 -0.0148 2.3474
N 2.1347 0.2873 0.6750
H -2.7731 0.4438 -1.3416
H -1.1815 1.8304 0.8741
H -3.2745 1.8130 -0.1652
H 2.0877 -2.4751 -4.1016
H -3.4714 0.2584 1.6066
N -2.4874 0.3892 1.7771
C -0.4043 -0.0396 0.4926
H -2.0656 1.9440 -1.1826
C -1.6247 0.8453 0.6858
C 0.8203 0.4105 1.3076
O 1.8508 -2.0015 -3.3072
H 2.1932 -1.1045 -3.2401
H 0.7912 1.4512 1.6415
H 3.3615 -0.7655 -0.5212
H -0.6120 -1.1012 0.7338
H -2.4177 1.0258 2.5609
C -2.4814 1.1396 -0.5657
H 1.7469 -1.5917 -0.1844
*
```

Calculated values
SMILES: C=NCC[C@@H](C)N.O
DFT total energy, Ha: -383.58133

=====

Density functional theory data (ωB97M-V/def2-TZVPD) for 2 unconnected molecules or ions with the total composition C4H16N2O at a distorted geometry.

```
! wB97M-V def2-TZVPD RIJCOSX def2/J DEFGRID3
* xyz 2 1
H -2.0780 -0.2609 -0.1489
N 0.0135 2.1960 0.8351
C -0.1048 -1.0678 -0.4389
H 0.2168 -3.0226 0.5006
H 3.2363 1.0555 -0.3644
H -0.3363 0.3690 1.7973
H -1.1380 0.7772 -1.1711
H 0.8894 -0.6291 -0.3933
H 0.5515 2.4435 1.6645
H 0.2687 -2.4010 -2.1475
H 3.1832 2.1229 0.6776
O 2.5976 1.5338 0.1712
H -1.2378 -1.7591 -2.0643
H -0.2965 -1.7824 1.5217
H -0.6484 2.9222 0.6196
N -0.2700 -1.5794 -1.8710
H 0.6649 2.2203 0.0398
H -1.6504 1.2163 1.6064
C -1.0684 0.1430 -0.2846
C -0.4567 -2.1778 0.5295
C -0.7996 0.9217 0.9831
H -0.0492 -0.8217 -2.4913
H -1.4878 -2.4194 0.4287
*
```

Calculated values
DFT total energy, Ha: -346.14552